Here is 20 unconnected molecules or ions with the total composition C52H152N8O30 in a non-equilibrium geometry from the OMol25 dataset. Energies are from the ωB97M-V functional and the def2-TZVPD basis.

Structure (ORCA input):
```
! RIJCOSX wB97M-V def2-TZVPD def2/J DEFGRID3
* xyz 0 1
C -5.89 1.40 -2.17
C -5.24 2.34 -1.17
C -6.18 2.77 -0.11
O -5.66 3.68 0.85
C -6.63 4.06 1.79
N -3.93 1.99 -0.72
H -5.16 1.37 -2.99
H -6.86 1.68 -2.58
H -5.83 0.41 -1.72
H -5.05 3.22 -1.78
H -6.57 1.91 0.42
H -7.07 3.22 -0.56
H -7.60 4.27 1.35
H -6.24 4.87 2.42
H -6.65 3.30 2.57
H -4.00 1.14 -0.18
H -3.46 2.59 -0.05
C -2.66 -1.05 -5.88
C -3.16 -2.44 -6.11
C -2.18 -3.44 -6.71
O -2.80 -4.75 -6.92
C -2.22 -5.50 -8.03
N -3.66 -2.93 -4.83
H -2.56 -0.55 -6.85
H -1.65 -1.03 -5.46
H -3.30 -0.33 -5.38
H -4.01 -2.39 -6.79
H -1.29 -3.58 -6.10
H -1.84 -3.04 -7.67
H -1.36 -6.13 -7.77
H -2.03 -4.99 -8.98
H -2.92 -6.24 -8.41
H -2.81 -2.99 -4.29
H -3.99 -3.87 -4.96
C -2.78 0.89 9.30
C -2.16 1.27 8.01
C -1.33 2.63 8.21
O -0.93 2.94 6.88
C -0.13 4.05 6.85
N -1.46 0.10 7.52
H -3.55 0.12 9.27
H -3.27 1.76 9.74
H -2.11 0.61 10.11
H -3.02 1.44 7.37
H -0.42 2.24 8.66
H -1.83 3.48 8.68
H -0.52 4.95 7.32
H 0.07 4.45 5.86
H 0.81 3.70 7.28
H -2.15 -0.62 7.42
H -1.09 0.32 6.61
C 5.75 6.16 -1.10
C 4.32 5.72 -0.83
C 4.24 4.28 -0.23
O 4.62 3.38 -1.31
C 4.54 1.96 -1.05
N 3.49 6.72 -0.14
H 5.89 7.18 -1.46
H 6.06 5.64 -2.01
H 6.41 6.11 -0.23
H 3.84 5.72 -1.81
H 3.25 3.97 0.09
H 4.81 4.20 0.69
H 3.53 1.57 -0.95
H 5.27 1.52 -0.38
H 4.95 1.51 -1.96
H 2.57 6.42 -0.43
H 3.68 7.52 -0.72
C -6.25 -7.63 0.92
C -6.77 -6.23 1.03
C -6.16 -5.10 0.18
O -4.90 -4.82 0.46
C -4.13 -4.05 -0.56
N -8.25 -6.26 0.85
H -6.72 -8.28 1.66
H -5.20 -7.60 1.24
H -6.30 -7.97 -0.11
H -6.53 -5.91 2.05
H -6.78 -4.20 0.17
H -6.30 -5.38 -0.86
H -4.74 -3.38 -1.17
H -3.61 -4.77 -1.19
H -3.28 -3.47 -0.21
H -8.75 -6.90 1.45
H -8.27 -6.66 -0.08
C 1.45 1.77 4.68
C 2.18 0.57 4.05
C 2.94 -0.42 5.11
O 3.61 -1.52 4.50
C 4.09 -2.41 5.46
N 1.24 -0.22 3.34
H 1.04 2.47 3.96
H 2.21 2.41 5.13
H 0.70 1.49 5.42
H 2.84 0.94 3.26
H 2.31 -0.73 5.94
H 3.80 0.12 5.52
H 4.66 -2.05 6.32
H 4.73 -3.20 5.08
H 3.15 -2.89 5.72
H 1.74 -0.98 2.90
H 0.63 -0.75 3.95
C 5.99 1.98 2.18
C 6.36 1.49 3.65
C 5.82 2.38 4.80
O 6.39 1.91 5.98
C 5.89 2.49 7.26
N 5.90 0.16 3.85
H 6.02 3.07 2.26
H 5.01 1.61 1.88
H 6.77 1.69 1.48
H 7.45 1.49 3.70
H 4.75 2.19 4.79
H 5.91 3.46 4.69
H 6.03 3.57 7.34
H 6.42 2.12 8.13
H 4.94 2.22 7.71
H 4.91 0.36 3.81
H 6.18 -0.08 4.79
C -0.68 4.05 -6.03
C -1.27 3.80 -4.67
C -2.81 3.36 -4.70
O -3.53 4.54 -5.11
C -4.81 4.23 -5.63
N -0.49 2.76 -4.15
H -0.63 3.12 -6.59
H 0.17 4.72 -5.93
H -1.42 4.68 -6.53
H -1.16 4.72 -4.10
H -3.08 3.21 -3.66
H -3.01 2.45 -5.26
H -4.67 3.72 -6.58
H -5.36 5.17 -5.76
H -5.22 3.64 -4.82
H -0.82 1.82 -4.32
H -0.54 2.81 -3.14
C 4.61 -1.14 0.54
C 4.94 -2.51 1.06
O 4.03 -2.94 2.10
O 3.89 -1.06 -0.69
H 5.44 -0.44 0.46
H 3.80 -0.75 1.17
H 5.98 -2.59 1.38
H 4.84 -3.22 0.24
H 3.65 -2.24 2.63
H 3.02 -1.45 -0.74
C -1.16 4.09 -0.48
C 0.32 4.50 -0.15
O 1.03 5.27 -1.12
O -1.39 3.01 -1.43
H -1.77 4.98 -0.67
H -1.56 3.87 0.51
H 0.87 3.57 0.03
H 0.18 5.14 0.72
H 1.28 4.69 -1.85
H -2.29 2.69 -1.32
C 4.02 3.19 -5.01
C 3.07 4.37 -4.90
O 2.14 4.11 -3.80
O 5.00 3.27 -4.03
H 4.49 3.29 -5.99
H 3.48 2.26 -4.92
H 2.48 4.46 -5.82
H 3.63 5.25 -4.60
H 1.35 3.70 -4.15
H 4.60 3.46 -3.18
C 0.88 0.40 0.07
C 0.44 -0.84 -0.64
O 1.20 -2.02 -0.27
O 0.00 0.78 1.01
H 1.00 1.19 -0.68
H 1.86 0.16 0.48
H 0.48 -0.65 -1.71
H -0.64 -0.95 -0.51
H 0.63 -2.42 0.39
H 0.36 0.55 1.87
C 2.49 -5.34 -3.48
C 1.99 -5.55 -2.05
O 2.74 -4.80 -1.10
O 1.73 -4.32 -4.06
H 2.72 -6.23 -4.07
H 3.50 -4.93 -3.42
H 2.00 -6.62 -1.86
H 0.96 -5.32 -1.78
H 2.54 -3.87 -1.23
H 2.02 -4.24 -4.97
C -5.98 -1.25 3.03
C -5.12 -2.27 2.21
O -5.42 -3.62 2.56
O -7.32 -1.53 2.90
H -5.73 -0.21 2.80
H -5.93 -1.46 4.09
H -4.09 -1.97 2.37
H -5.57 -2.18 1.22
H -5.12 -4.13 1.81
H -7.51 -2.44 3.12
C -2.46 1.42 3.15
C -2.97 0.58 4.36
O -2.28 -0.60 4.54
O -2.91 0.94 1.88
H -1.38 1.49 3.20
H -2.71 2.48 3.20
H -4.06 0.51 4.37
H -2.74 1.17 5.25
H -2.80 -1.03 5.23
H -2.16 0.52 1.45
C 2.48 -0.44 -6.58
C 1.41 -1.27 -5.76
O 1.39 -1.09 -4.43
O 1.76 0.69 -7.13
H 2.95 -0.98 -7.40
H 3.28 0.04 -6.02
H 1.73 -2.31 -5.82
H 0.47 -1.15 -6.30
H 1.07 -0.19 -4.33
H 2.35 1.26 -7.63
C -0.67 -3.79 3.98
C -1.21 -3.41 2.51
O -0.21 -3.42 1.50
O -0.06 -2.71 4.67
H -0.02 -4.66 3.99
H -1.46 -4.13 4.66
H -1.70 -2.44 2.46
H -1.95 -4.14 2.18
H 0.18 -4.30 1.49
H -0.77 -2.11 4.92
C 5.88 -2.04 -2.89
C 4.98 -1.76 -4.11
O 4.68 -2.96 -4.84
O 7.19 -2.35 -3.28
H 5.41 -2.84 -2.33
H 5.87 -1.19 -2.21
H 5.28 -0.97 -4.80
H 3.99 -1.36 -3.87
H 4.14 -3.56 -4.32
H 7.53 -1.45 -3.35
O 1.87 -5.88 1.11
H 2.28 -5.07 1.40
H 2.17 -5.98 0.21
O -0.93 -2.71 -3.74
H -0.36 -1.93 -3.74
H -0.32 -3.44 -3.89
*
```

For the HOMO-LUMO gap, the calculation gives 9.0 eV. For the molar mass, the calculation gives 1369.8 g/mol.

***

Here is a molecular structure, C52H36Br3CoF3NO5S2 in a non-equilibrium geometry from the OMol25 dataset. Energies are from the ωB97M-V functional and the def2-TZVPD basis.

Structure (ORCA input):
```
! RIJCOSX wB97M-V def2-TZVPD def2/J DEFGRID3
* xyz 0 5
Co -1.71 1.07 -1.80
C 3.72 6.70 2.54
C 2.99 5.60 1.84
C 3.69 4.63 1.13
C 3.02 3.61 0.47
C 1.64 3.56 0.53
C 0.92 4.51 1.23
C 1.60 5.52 1.88
S 0.88 2.13 -0.31
O -0.41 2.60 -0.90
C 0.29 1.41 1.23
C -1.00 1.74 1.66
C -1.47 1.23 2.83
C -0.70 0.32 3.58
C -1.18 -0.26 4.77
C -0.45 -1.20 5.44
C 0.78 -1.63 4.93
C 1.29 -1.08 3.79
C 0.59 -0.07 3.10
C 1.10 0.55 1.93
C 2.45 0.25 1.42
C 3.61 0.61 2.15
C 3.55 1.34 3.36
C 4.70 1.70 4.02
C 5.96 1.34 3.51
C 6.05 0.65 2.33
C 4.89 0.28 1.62
C 4.97 -0.38 0.38
C 3.83 -0.67 -0.33
C 2.57 -0.36 0.19
S 1.11 -0.65 -0.89
O 1.72 -0.85 -2.20
C 0.77 -2.31 -0.27
C -0.09 -2.46 0.81
C -0.44 -3.73 1.23
C 0.05 -4.85 0.57
C -0.31 -6.23 1.02
C 0.87 -4.68 -0.54
C 1.23 -3.41 -0.96
H 4.77 6.69 2.29
H 3.63 6.59 3.62
H 3.30 7.67 2.27
H 4.77 4.68 1.07
H 3.56 2.86 -0.08
H -0.16 4.46 1.25
H 1.05 6.27 2.43
H -1.59 2.40 1.05
H -2.45 1.50 3.20
H -2.15 0.06 5.13
H -0.83 -1.64 6.35
H 1.33 -2.41 5.45
H 2.23 -1.43 3.39
H 2.59 1.64 3.74
H 4.64 2.27 4.93
H 6.85 1.64 4.04
H 7.01 0.39 1.93
H 5.94 -0.64 -0.02
H 3.87 -1.12 -1.31
H -0.51 -1.59 1.30
H -1.13 -3.85 2.06
H -1.11 -6.21 1.77
H 0.56 -6.72 1.46
H -0.62 -6.84 0.17
H 1.21 -5.54 -1.09
H 1.83 -3.26 -1.84
C -4.96 -0.27 -2.82
C -4.05 0.09 -3.94
C -4.53 0.01 -5.26
C -3.73 0.32 -6.31
C -2.39 0.71 -6.07
C -1.45 1.03 -7.07
Br -1.96 1.02 -8.89
C -0.15 1.36 -6.74
C 0.25 1.40 -5.42
Br 2.00 1.88 -4.94
C -0.64 1.13 -4.36
O -0.31 1.22 -3.14
C -1.99 0.77 -4.72
N -2.82 0.50 -3.69
H -5.61 -1.09 -3.12
H -5.59 0.59 -2.58
H -4.41 -0.54 -1.93
H -5.55 -0.31 -5.41
H -4.10 0.26 -7.33
H 0.57 1.60 -7.52
Br -1.75 -4.49 -2.76
C -2.79 -3.99 -1.26
C -3.58 -4.97 -0.68
C -4.36 -4.66 0.41
C -4.35 -3.38 0.94
C -3.56 -2.40 0.36
C -2.77 -2.69 -0.75
C -1.98 -1.58 -1.37
O -1.50 -1.66 -2.49
O -1.89 -0.50 -0.66
H -3.56 -5.96 -1.09
H -4.99 -5.43 0.85
H -4.96 -3.13 1.79
H -3.54 -1.39 0.74
F -3.04 3.45 -0.60
C -3.31 2.33 -1.30
F -4.10 1.58 -0.44
F -4.20 2.74 -2.26
*
```

Its energy above the lowest of the compared OMol25 structures with the same formula, charge and spin is 0.6206 eV. For the HOMO-LUMO gap (alpha / beta), the calculation gives 7.3 / 5.1 eV. For the molar mass, the calculation gives 1174.6 g/mol.

***

Here is a molecular structure, C52H36Cl3F6LaN6O8S3 in a non-equilibrium geometry from the OMol25 dataset. Energies are from the ωB97M-V functional and the def2-TZVPD basis.

Structure (ORCA input):
```
! RIJCOSX wB97M-V def2-TZVPD def2/J DEFGRID3
* xyz -2 1
La 1.15 -0.11 0.16
C 0.55 9.06 -0.56
O 0.62 8.28 0.61
C 0.29 6.96 0.51
C 0.53 6.17 1.62
C 0.22 4.83 1.61
C -0.40 4.22 0.50
C -0.56 5.02 -0.63
C -0.24 6.37 -0.63
C -0.76 2.80 0.48
C -1.42 2.23 -0.69
C -2.56 2.88 -1.33
C -3.10 1.96 -2.16
C -2.29 0.77 -2.03
N -1.27 1.00 -1.13
C -2.63 -0.43 -2.64
C -1.96 -1.67 -2.53
C -2.53 -2.94 -2.63
C -1.58 -3.86 -2.21
C -0.43 -3.15 -1.88
C 0.66 -3.62 -0.99
C 1.89 -4.17 -1.50
C 2.09 -4.18 -2.89
C 3.34 -4.40 -3.43
C 4.43 -4.63 -2.60
O 5.68 -4.77 -3.15
C 6.51 -3.62 -2.92
C 4.24 -4.70 -1.23
C 3.00 -4.46 -0.68
C 0.40 -3.33 0.36
N -0.22 -2.19 0.79
C -0.43 -2.33 2.12
C -0.84 -1.31 3.01
C -1.11 -1.67 4.43
C -0.09 -2.11 5.28
C -0.34 -2.40 6.61
C -1.62 -2.26 7.12
O -1.97 -2.51 8.43
C -0.94 -2.92 9.29
C -2.65 -1.83 6.29
C -2.39 -1.54 4.96
C -0.90 0.05 2.70
C -1.10 1.13 3.66
C -0.93 2.29 3.00
C -0.69 1.95 1.60
N -0.69 0.59 1.48
C -0.05 -3.67 2.53
C 0.55 -4.25 1.47
N -0.66 -1.83 -2.11
C -3.93 -0.47 -3.36
C -5.12 -0.65 -2.66
C -6.35 -0.68 -3.32
C -6.39 -0.52 -4.70
O -7.55 -0.51 -5.43
C -8.76 -0.64 -4.73
C -5.21 -0.36 -5.41
C -3.99 -0.34 -4.75
H 0.91 10.05 -0.29
H -0.48 9.14 -0.93
H 1.18 8.64 -1.35
H 1.02 6.61 2.48
H 0.50 4.23 2.46
H -0.91 4.58 -1.55
H -0.37 6.94 -1.55
H -2.93 3.87 -1.10
H -3.99 2.06 -2.77
H -3.56 -3.15 -2.90
H -1.70 -4.93 -2.12
H 1.26 -3.93 -3.54
H 3.50 -4.33 -4.50
H 7.49 -3.87 -3.31
H 6.57 -3.38 -1.86
H 6.11 -2.74 -3.43
H 5.09 -4.87 -0.58
H 2.90 -4.42 0.39
H 0.91 -2.19 4.88
H 0.48 -2.72 7.24
H -1.40 -3.06 10.27
H -0.16 -2.15 9.38
H -0.48 -3.85 8.97
H -3.65 -1.73 6.71
H -3.19 -1.21 4.32
H -1.32 1.00 4.71
H -1.06 3.28 3.40
H -0.19 -4.09 3.52
H 0.93 -5.26 1.39
H -5.08 -0.77 -1.59
H -7.25 -0.83 -2.74
H -9.55 -0.58 -5.47
H -8.89 0.16 -4.00
H -8.83 -1.61 -4.22
H -5.26 -0.25 -6.48
H -3.07 -0.22 -5.30
Cl 3.15 4.87 -0.67
C 3.72 3.88 0.68
Cl 3.70 4.76 2.21
Cl 5.78 3.98 0.26
C 2.88 2.75 0.86
N 2.96 1.52 1.18
F 5.32 1.35 1.21
C 4.12 0.74 1.35
F 4.17 0.21 2.58
F 1.94 -0.85 1.97
S 4.34 -0.68 0.09
O 3.07 -1.27 -0.35
O 5.30 -1.56 0.67
N 4.94 0.10 -1.17
S 3.78 0.46 -2.17
O 2.67 1.17 -1.54
O 3.49 -0.54 -3.15
C 4.60 1.76 -3.21
F 4.80 2.90 -2.58
F 3.82 2.00 -4.28
F 5.78 1.30 -3.67
S 0.67 -0.78 -2.53
*
```

Its energy above the lowest of the compared OMol25 structures with the same formula, charge and spin is 3.3083 eV. For the HOMO-LUMO gap (alpha / beta), the calculation gives 4.6 / 4.6 eV. For the molar mass, the calculation gives 1328.3 g/mol.